# 1
Here is one molecule with the formula C6H9N at a distorted geometry from OMol25. Energies are from ωB97M-V/def2-TZVPD.

HOMO ... -0.288 Ha
Total charge ... 0
Gap between HOMO and LUMO ... 8.93 eV
DFT total energy ... -7856.146 eV

Structure (XYZ):
```
16
Properties=species:S:1:pos:R:3:mulliken_charge:R:1
C -0.968 -1.668 0.278 -1.1809
C 0.039 -0.580 0.005 0.8562
C 1.411 -0.818 0.229 -0.7516
C 2.134 0.260 -0.167 -0.4754
N 1.334 1.295 -0.545 -0.1724
C -0.198 0.685 -0.478 0.0176
C -1.559 1.345 -0.037 -1.2455
H -0.891 -2.425 -0.515 0.2832
H -2.008 -1.333 0.310 0.3155
H -0.737 -2.167 1.226 0.3183
H 1.809 -1.717 0.663 0.3879
H 3.223 0.255 -0.244 0.3660
H 1.923 1.997 -1.049 0.2600
H -2.485 0.988 -0.538 0.3290
H -1.550 2.421 -0.186 0.3577
H -1.768 1.163 1.040 0.3344
```

***

# 2
Here is one molecule with the formula C6H9N from OMol25. Energies are from ωB97M-V/def2-TZVPD.

HOMO ... -0.328 Ha
Total charge ... 0
Gap between HOMO and LUMO ... 10.04 eV
DFT total energy ... -7854.792 eV

Structure (XYZ):
```
16
Properties=species:S:1:pos:R:3:mulliken_charge:R:1
C 1.971 -0.086 -0.077 -1.2549
C 0.497 0.102 0.046 0.5878
C -0.496 -0.772 0.746 -0.1712
C -1.040 -1.126 -0.610 -0.5134
N -0.491 0.193 -1.136 -0.5028
C -1.205 1.264 -0.359 -0.3718
C -0.547 0.751 0.897 -0.5390
H 2.518 0.805 -0.398 0.2843
H 2.154 -0.883 -0.809 0.2957
H 2.372 -0.420 0.885 0.3053
H -0.362 -1.387 1.629 0.4152
H -0.422 -1.871 -1.122 0.2256
H -2.089 -1.441 -0.709 0.2959
H -2.295 1.254 -0.468 0.2881
H -0.818 2.252 -0.637 0.2294
H -0.434 1.209 1.875 0.4260
```

***

# 3
Here is C6H9N as an isolated structure from OMol25. Energies are from ωB97M-V/def2-TZVPD.

HOMO ... -0.308 Ha
Total charge ... 0
Gap between HOMO and LUMO ... 9.55 eV
DFT total energy ... -7854.743 eV

Structure (XYZ):
```
16
Properties=species:S:1:pos:R:3:mulliken_charge:R:1
C -1.311 -0.267 -1.533 -0.8595
N -0.032 -0.260 -0.829 -0.3496
C 0.033 0.902 0.114 -0.2341
C -0.445 0.005 1.281 -0.5225
C 0.426 -0.990 0.500 -0.2049
C 1.807 -0.341 0.572 -0.5015
C 1.537 0.932 0.283 -0.5419
H -1.314 0.683 -2.095 0.3379
H -1.364 -1.069 -2.275 0.2985
H -2.245 -0.254 -0.945 0.2808
H -0.516 1.792 -0.191 0.5397
H -1.502 -0.277 1.215 0.2521
H -0.171 0.276 2.308 0.2963
H 0.367 -2.070 0.669 0.4478
H 2.755 -0.851 0.672 0.3883
H 2.176 1.746 -0.022 0.3725
```

***

# 4
Here is one molecule with the formula C6H9N at a distorted geometry from OMol25. Energies are from ωB97M-V/def2-TZVPD.

HOMO ... -0.292 Ha
Total charge ... 0
Gap between HOMO and LUMO ... 9.04 eV
DFT total energy ... -7857.566 eV

Structure (XYZ):
```
16
Properties=species:S:1:pos:R:3:mulliken_charge:R:1
C 0.340 0.977 -1.753 -1.0924
C 0.213 -0.039 -0.638 0.5503
C 0.754 -1.305 -0.769 -0.9105
N 0.514 -1.967 0.413 0.0142
C -0.335 -1.242 1.189 -0.7350
C -0.493 0.010 0.626 0.6266
C -0.866 1.308 1.279 -1.2550
H -0.237 0.786 -2.659 0.2685
H 0.072 1.938 -1.317 0.2714
H 1.377 1.024 -2.083 0.3191
H 1.260 -1.852 -1.539 0.3985
H 0.855 -2.856 0.724 0.1860
H -0.545 -1.654 2.165 0.3980
H -0.147 2.080 1.014 0.3514
H -0.876 1.210 2.364 0.3367
H -1.886 1.582 0.985 0.2721
```

***

# 5
Here is C6H9N as an isolated structure from OMol25. Energies are from ωB97M-V/def2-TZVPD.

HOMO ... -0.344 Ha
Total charge ... 0
Gap between HOMO and LUMO ... 10.43 eV
DFT total energy ... -7856.502 eV

Structure (XYZ):
```
16
Properties=species:S:1:pos:R:3:mulliken_charge:R:1
C 0.617 -0.891 -0.424 0.4219
C 0.983 -1.891 0.667 -1.2476
C -1.682 1.862 -0.209 -1.0952
C 0.676 0.602 -0.027 0.0525
C -0.761 0.710 -0.301 0.6077
C -0.856 -0.589 -0.634 -0.8713
N 1.530 1.419 0.403 -0.7508
H 1.167 -1.117 -1.338 0.3194
H 2.470 1.047 0.508 0.2377
H -1.669 -1.223 -0.932 0.4229
H 0.823 -2.913 0.321 0.3637
H 0.390 -1.720 1.559 0.3289
H 2.038 -1.777 0.927 0.3292
H -1.952 2.035 0.839 0.2451
H -1.179 2.761 -0.573 0.3049
H -2.594 1.683 -0.784 0.3311
```

***

# 6
Here is C6H9N as an isolated structure at a distorted geometry from OMol25. Energies are from ωB97M-V/def2-TZVPD.

HOMO ... -0.318 Ha
Total charge ... 0
Gap between HOMO and LUMO ... 9.77 eV
DFT total energy ... -7854.160 eV

Structure (XYZ):
```
16
Properties=species:S:1:pos:R:3:mulliken_charge:R:1
C 0.081 -0.128 -0.604 0.2712
C -0.539 1.141 -0.156 -0.6424
C 0.088 0.665 1.283 -0.4320
C 1.237 -0.048 0.395 -0.4925
C -0.841 -0.610 1.454 -0.5132
C -0.864 -1.072 0.135 -0.5132
H 0.776 0.289 -2.533 0.2987
H -0.334 -0.964 -2.282 0.3492
H -1.585 1.516 -0.036 0.2613
H -0.026 1.992 -0.627 0.3173
H 0.036 1.425 2.059 0.4405
H 2.077 0.555 0.004 0.3220
H 1.571 -1.140 0.693 0.2783
H -1.001 -1.090 2.443 0.3355
H -1.185 -1.957 -0.395 0.3693
N 0.510 -0.574 -1.833 -0.6499
```

***

# 7
Here is a 3-piece molecular cluster, C6H9N overall from OMol25. Energies are from ωB97M-V/def2-TZVPD.

HOMO (spin up / spin down) ... -0.289 / -0.289 Ha
Total charge ... 0
Gap between HOMO and LUMO (spin up / spin down) ... 7.32 / 7.32 eV
DFT total energy ... -7853.665 eV

Structure (XYZ):
```
16
Properties=species:S:1:pos:R:3:mulliken_charge:R:1
C -2.317 -0.130 0.855 -0.8280
C -0.997 -0.193 0.369 0.5054
C -0.415 0.003 -0.908 -0.7444
C 0.947 0.191 -0.694 0.8678
C 2.012 0.434 -1.723 -1.1396
C 1.150 -0.021 0.697 -0.7594
N -0.008 -0.259 1.303 -0.3930
H -2.636 0.656 1.536 0.3052
H -3.130 -0.530 0.244 0.2793
H -1.893 -0.870 2.266 0.0737
H -0.950 0.134 -1.841 0.3375
H 2.831 -0.289 -1.634 0.2910
H 2.449 1.435 -1.629 0.2647
H 1.602 0.343 -2.734 0.3067
H 2.096 -0.157 1.211 0.4064
H -0.998 -0.685 2.363 0.2265
```

***

# 8
Here is a 3-piece molecular cluster, C6H9N overall from OMol25. Energies are from ωB97M-V/def2-TZVPD.

HOMO (spin up / spin down) ... -0.289 / -0.289 Ha
Total charge ... 0
Gap between HOMO and LUMO (spin up / spin down) ... 7.31 / 7.31 eV
DFT total energy ... -7853.664 eV

Structure (XYZ):
```
16
Properties=species:S:1:pos:R:3:mulliken_charge:R:1
C 2.427 -0.440 0.048 -0.8244
C 1.062 -0.125 -0.094 0.5042
C -0.096 -0.892 -0.378 -0.7482
C -1.186 -0.105 -0.020 0.8688
C -2.643 -0.451 -0.129 -1.1393
C -0.644 1.155 0.354 -0.7546
N 0.683 1.125 0.290 -0.3944
H 2.931 -0.368 1.009 0.3052
H 2.878 -1.172 -0.626 0.2792
H 2.861 1.150 -0.042 0.0718
H -0.117 -1.937 -0.668 0.3365
H -3.196 0.305 -0.699 0.2903
H -3.118 -0.529 0.856 0.2655
H -2.776 -1.410 -0.640 0.3065
H -1.183 2.085 0.504 0.4064
H 2.116 1.607 0.235 0.2264
```

***

What is the DFT total energy in the eighth record?
-7853.664 eV